Record 1
Molecular formula: C33H62F3N5O11PS2
Method: DFT, ωB97M-V/def2-TZVPD

The geometry in ORCA input format:
```
! wB97M-V def2-TZVPD RIJCOSX def2/J DEFGRID3
* xyz 1 3
C -1.166 -6.523 1.539
C -2.399 -7.274 0.850
O -3.347 -7.599 1.919
C -3.198 -6.338 -0.219
O -2.301 -5.318 -0.723
C -3.006 -4.204 -1.286
C -2.266 -2.810 -1.039
C -2.320 -2.548 0.564
P -0.958 -1.309 1.005
O -1.219 -0.653 2.394
O -0.782 -0.077 -0.157
O 0.468 -2.238 1.186
O -0.867 -2.963 -1.365
C -0.652 -3.338 -2.736
S 1.124 -3.948 -2.814
O 1.371 -4.934 -1.715
O 1.981 -2.734 -2.514
C 1.632 -4.526 -4.512
F 0.722 -5.385 -5.144
F 2.818 -5.281 -4.327
F 2.026 -3.439 -5.329
C -1.627 -4.485 -3.299
N -3.033 -4.425 -2.780
C -3.946 -3.488 -3.532
C -5.478 -3.842 -3.199
C -6.366 -2.559 -2.824
C -5.747 -1.674 -1.639
S -4.982 -0.149 -2.371
C -4.060 0.797 -1.097
N -4.113 0.751 0.330
N -3.215 1.700 0.697
C -2.593 2.368 -0.383
O -3.131 1.748 -1.550
H -1.609 -5.661 2.154
H -0.647 -7.277 2.223
H -0.385 -6.143 0.805
H -2.117 -8.253 0.335
H -3.518 -6.734 2.360
H -4.094 -5.924 0.372
H -3.667 -6.992 -1.049
H -4.036 -4.147 -0.809
H -2.772 -1.906 -1.514
H -3.352 -2.246 0.930
H -2.021 -3.535 1.069
H -0.103 -0.348 -0.828
H 0.692 -2.213 2.146
H -0.716 -2.422 -3.433
H -1.689 -4.333 -4.438
H -1.145 -5.516 -3.144
H -3.434 -5.380 -2.913
H -3.799 -3.741 -4.647
H -3.693 -2.387 -3.411
H -5.548 -4.603 -2.337
H -5.981 -4.349 -4.103
H -6.620 -1.906 -3.721
H -7.364 -2.974 -2.426
H -4.936 -2.212 -1.038
H -6.595 -1.415 -0.911
H -1.813 3.205 -0.381
C 1.648 -0.030 3.995
C 2.592 1.168 3.735
C 3.442 0.903 2.473
C 4.561 -0.112 2.693
C 5.414 0.272 3.898
C 4.587 0.515 5.176
N 3.428 1.428 4.948
O 3.912 2.690 4.850
C 4.091 -0.838 5.738
C 5.539 1.037 6.281
C 1.618 2.331 3.422
H 2.084 -0.989 3.706
H 1.349 -0.088 5.045
H 0.725 0.051 3.415
H 3.894 1.839 2.127
H 2.800 0.554 1.656
H 4.150 -1.118 2.821
H 5.193 -0.155 1.801
H 6.157 -0.513 4.074
H 5.982 1.175 3.645
H 3.416 -0.688 6.585
H 4.930 -1.442 6.097
H 3.583 -1.460 5.003
H 6.071 1.945 5.983
H 6.308 0.295 6.515
H 4.993 1.248 7.206
H 0.990 2.564 4.287
H 0.955 2.068 2.592
H 2.135 3.244 3.117
C 1.186 6.451 -3.776
C 0.370 6.727 -2.487
C 0.972 7.931 -1.733
C 2.279 7.608 -1.012
C 2.118 6.383 -0.118
C 1.543 5.160 -0.859
N 0.319 5.488 -1.650
O -0.712 5.620 -0.778
C 2.625 4.559 -1.786
C 1.290 4.038 0.176
C -1.028 7.142 -3.014
H 2.249 6.669 -3.664
H 1.076 5.413 -4.104
H 0.848 7.074 -4.608
H 0.255 8.301 -0.991
H 1.144 8.760 -2.428
H 3.087 7.452 -1.732
H 2.578 8.466 -0.403
H 3.089 6.133 0.323
H 1.465 6.652 0.722
H 2.213 3.754 -2.402
H 3.445 4.132 -1.201
H 3.092 5.288 -2.446
H 0.623 4.353 0.984
H 2.222 3.729 0.655
H 0.855 3.152 -0.300
H -1.506 6.321 -3.557
H -0.946 7.989 -3.700
H -1.701 7.464 -2.216
*
```

Output
E_LUMO (spin up / spin down), eV: -3.27 / -3.27

Results of the Löwdin charge analysis, in e, for atoms 1 through 8: atom 1 (C): -0.038, atom 2 (C): -0.331, atom 3 (O): -0.078, atom 4 (C): -0.111, atom 5 (O): -0.106, atom 6 (C): -0.229, atom 7 (C): -0.240, atom 8 (C): -0.105

***

Record 2
Molecular formula: C12H7BrIrN2O6
Method: DFT, ωB97M-V/def2-TZVPD

The geometry in ORCA input format:
```
! wB97M-V def2-TZVPD RIJCOSX def2/J DEFGRID3
* xyz 2 2
Ir -0.021 -0.928 -0.930
O -0.058 5.061 -1.903
C 0.010 3.754 -1.869
C 1.207 3.020 -1.858
C 1.122 1.657 -1.756
N -0.038 1.010 -1.660
C -1.173 1.702 -1.782
C -1.230 3.056 -1.881
C -2.362 0.701 -1.833
O -3.405 1.233 -2.253
O -2.054 -0.438 -1.466
C 2.264 0.666 -1.773
O 3.341 1.015 -2.122
O 1.842 -0.542 -1.385
H 0.798 5.509 -1.961
H 2.178 3.495 -1.929
H -2.161 3.598 -1.975
O -0.001 -4.242 4.287
C -0.016 -3.386 3.294
C -0.048 -1.989 3.437
C -0.053 -1.198 2.319
N -0.029 -1.721 1.076
C -0.005 -3.058 0.963
Br 0.021 -3.542 -0.876
C 0.003 -3.935 1.995
H -0.010 -3.842 5.168
H -0.070 -1.528 4.416
H -0.076 -0.120 2.395
H 0.024 -5.008 1.860
*
```

Output
E_LUMO (spin up / spin down), eV: -10.93 / -11.01

Results of the Löwdin charge analysis, in e, for atoms 1 through 8: atom 1 (Ir): 1.509, atom 2 (O): 0.193, atom 3 (C): -0.220, atom 4 (C): 0.134, atom 5 (C): -0.149, atom 6 (N): -0.026, atom 7 (C): -0.131, atom 8 (C): 0.145

***

Max |F| in Eh/bohr, matching the order above: 0.1678; 0.1626